DFT (ωB97M-V/def2-TZVPD) results for the ion C3H7N2O with charge +1.

As for the LUMO energy (alpha / beta): -7.33 / -7.39 eV. As for the total charge: +1. As for the multiplicity: 1. The HOMO energy (alpha / beta) is -13.93 / -13.99 eV. The value obtained for the HOMO-LUMO gap (alpha / beta) is 6.60 / 6.61 eV. The value obtained for the total energy is -8237.380 eV.

CARTESIAN COORDINATES (ANGSTROEM)
C (-0.166, -0.489, 0.491)
C (-0.628, -1.498, -0.475)
C (0.406, 1.926, 0.644)
N (0.637, -0.701, -2.326)
N (-0.387, 0.860, 0.204)
O (0.056, -1.578, -1.866)
H (-0.645, -0.873, 1.419)
H (0.863, -0.638, 0.790)
H (-0.379, -2.436, -0.119)
H (-1.677, -1.132, -0.772)
H (1.274, 1.552, 1.128)
H (-0.260, 2.553, 1.189)
H (0.906, 2.453, -0.309)